# 1
C24H28NO3PtSi | wB97M-V/def2-TZVPD

Properties
- largest force on an atom (Eh/bohr) = 0.03779
- charge = -1
- spin multiplicity = 1
- HOMO energy (alpha / beta) (eV) = -4.2 / -4.2
- gap between HOMO and LUMO (alpha / beta) (eV) = 6.36 / 6.40

Atoms and positions in Å:
Pt  -0.07  -0.52  -0.52
C  3.78  -2.82  0.73
C  3.10  -1.45  0.70
C  4.08  -0.35  1.04
O  2.61  -1.20  -0.62
C  1.96  -1.49  1.78
O  2.34  -1.65  2.94
O  0.75  -1.39  1.40
H  4.62  -2.84  0.03
H  3.07  -3.61  0.47
H  4.15  -3.01  1.74
H  5.00  -0.46  0.46
H  4.31  -0.42  2.10
H  3.65  0.63  0.83
H  2.11  -1.98  -0.89
C  -4.16  0.03  -4.31
C  -2.83  0.38  -4.13
C  -2.11  -0.11  -3.06
C  -2.69  -0.94  -2.09
C  -4.03  -1.33  -2.32
C  -4.74  -0.85  -3.41
N  -1.93  -1.43  -1.04
C  -2.56  -1.76  0.17
C  -3.67  -1.06  0.68
C  -4.28  -1.46  1.86
C  -3.78  -2.54  2.58
C  -2.65  -3.20  2.12
C  -2.05  -2.81  0.94
H  -4.74  0.43  -5.14
H  -2.35  1.05  -4.84
H  -1.06  0.16  -2.92
H  -4.49  -2.04  -1.64
H  -5.77  -1.17  -3.55
H  -4.04  -0.19  0.16
H  -5.14  -0.92  2.23
H  -4.28  -2.86  3.49
H  -2.23  -4.02  2.69
H  -1.16  -3.31  0.58
C  -1.15  2.72  0.10
Si  0.37  1.74  -0.52
C  0.77  2.56  -2.20
C  1.80  2.23  0.63
C  1.74  1.85  1.98
C  2.76  2.17  2.86
C  3.87  2.87  2.41
C  3.96  3.24  1.08
C  2.93  2.92  0.20
H  -0.92  3.79  0.17
H  -1.48  2.38  1.08
H  -1.98  2.60  -0.60
H  0.92  3.64  -2.06
H  -0.06  2.43  -2.89
H  1.66  2.14  -2.66
H  0.89  1.27  2.33
H  2.70  1.86  3.90
H  4.67  3.13  3.10
H  4.83  3.77  0.72
H  3.01  3.21  -0.84

# 2
C6H15BO | wB97M-V/def2-TZVPD

Properties
- largest force on an atom (Eh/bohr) = 0.20453
- ⟨S²⟩ = 2.0057
- spin multiplicity = 3
- HOMO energy (alpha / beta) (eV) = -4.7 / -10.8
- gap between HOMO and LUMO (alpha / beta) (eV) = 5.30 / 9.21

Atoms and positions in Å:
B  1.84  2.67  2.29
C  -0.07  -0.63  2.66
C  -1.29  0.32  0.11
C  0.92  -0.24  -0.91
C  -0.65  -2.07  -0.23
C  0.54  -0.75  1.49
C  -0.12  -0.67  0.13
O  2.08  1.60  1.83
H  -0.14  2.88  -3.28
H  1.60  3.70  2.71
H  0.47  -0.73  3.58
H  -1.12  -0.40  2.75
H  -0.22  3.03  -4.04
H  -1.73  0.37  -0.88
H  -0.94  1.31  0.39
H  -2.07  0.02  0.81
H  1.73  -0.97  -0.96
H  1.33  0.72  -0.65
H  0.46  -0.18  -1.89
H  0.16  -2.80  -0.20
H  -1.41  -2.39  0.48
H  -1.07  -2.08  -1.23
H  1.59  -0.98  1.46

# 3
C4H7N2O | wB97M-V/def2-TZVPD

Properties
- largest force on an atom (Eh/bohr) = 0.11254
- charge = +1
- spin multiplicity = 1
- HOMO energy (eV) = -13.3
- gap between HOMO and LUMO (eV) = 9.16

Atoms and positions in Å:
C  0.77  1.44  0.20
C  -0.16  -1.52  1.65
C  -0.76  -0.06  -0.59
C  0.51  -0.80  -0.07
N  -0.50  1.31  -0.20
N  1.38  0.28  0.26
O  0.43  -1.35  2.66
H  1.30  2.23  0.47
H  -1.09  -2.00  1.51
H  -0.86  -0.37  -1.66
H  -1.78  -0.31  -0.16
H  0.88  -1.64  -0.76
H  -0.81  2.16  -0.62
H  2.37  0.29  0.32